1.
Here is a cluster of 6 separate species, C17H23Cl20F2P in total from the Open Molecules 2025 dataset. Energies are from ωB97M-V/def2-TZVPD.

CARTESIAN COORDINATES (ANGSTROEM)
C: 4.930 -0.516 0.114
C: 3.929 0.637 0.344
C: 4.493 1.781 1.109
C: 2.645 0.477 -0.137
C: 1.639 -0.526 0.371
C: 0.465 -0.601 -0.612
C: -0.838 -1.185 -0.047
C: -0.873 -2.709 -0.259
C: -2.008 -0.470 -0.738
C: -3.375 -0.981 -0.286
P: -4.771 -0.125 -1.129
F: -4.198 1.242 -1.748
C: -5.846 0.495 0.267
C: -6.756 -0.605 0.752
F: -6.603 1.528 -0.274
H: 5.913 -0.073 0.068
H: 4.827 -1.223 0.938
H: 4.636 -0.978 -0.814
H: 3.883 2.676 1.169
H: 5.458 2.069 0.685
H: 4.720 1.420 2.110
H: 2.320 1.059 -0.999
H: 2.114 -1.513 0.314
H: 1.333 -0.323 1.390
H: 0.243 0.417 -0.923
H: 0.761 -1.215 -1.454
H: -0.909 -0.980 1.020
H: -0.678 -3.186 0.698
H: -0.097 -3.061 -0.932
H: -1.821 -3.083 -0.629
H: -1.911 -0.539 -1.824
H: -1.924 0.586 -0.491
H: -3.468 -2.029 -0.534
H: -3.436 -0.895 0.800
H: -5.196 0.852 1.063
H: -6.173 -1.479 1.018
H: -7.517 -0.839 0.017
H: -7.287 -0.219 1.617
C: -0.438 0.495 -5.025
Cl: -1.914 0.107 -4.128
Cl: 0.845 0.978 -3.921
Cl: 0.078 -0.927 -5.940
Cl: -0.771 1.822 -6.141
C: -2.651 -5.577 -2.541
Cl: -1.341 -5.087 -3.617
Cl: -3.658 -6.784 -3.343
Cl: -1.974 -6.261 -1.060
Cl: -3.634 -4.165 -2.139
C: 8.326 -2.654 0.420
Cl: 8.479 -0.895 0.410
Cl: 7.365 -3.167 -0.969
Cl: 9.930 -3.384 0.329
Cl: 7.528 -3.165 1.909
C: 1.967 5.367 1.141
Cl: 3.667 5.813 1.357
Cl: 1.275 6.314 -0.177
Cl: 1.872 3.647 0.735
Cl: 1.117 5.711 2.650
C: -2.940 5.188 5.602
Cl: -1.236 5.619 5.672
Cl: -3.706 6.036 4.258
Cl: -3.077 3.440 5.368
Cl: -3.730 5.640 7.114

Force components x, y, z for each atom (eV/Å):
C -1.8 0.2 1.8
C -0.1 -1.2 -0.5
C 0.9 0.9 -1.6
C 0.2 0.9 0.4
C 1.0 -1.7 -2.5
C -0.4 0.2 1.2
C 0.0 -0.3 -1.0
C 0.1 0.0 0.7
C 0.0 -0.1 0.3
C 0.2 0.9 0.3
P -1.2 -1.1 -1.2
F 0.5 0.2 0.7
C 0.9 -0.3 -0.6
C -0.1 0.6 0.2
F 0.0 0.1 0.3
H 0.2 -0.2 0.0
H 0.7 -0.4 0.0
H 0.3 -0.3 -0.2
H 0.1 -0.4 0.1
H 0.2 0.2 0.1
H -0.2 -0.2 0.2
H -0.7 1.6 1.1
H -0.1 -0.3 0.7
H 0.0 0.2 0.2
H 0.1 0.2 -0.3
H 0.1 0.2 -0.5
H 0.0 0.1 0.2
H 0.0 -0.3 0.1
H 0.1 0.1 -0.2
H 0.0 0.0 0.1
H 0.1 -0.2 0.3
H -0.1 0.2 -0.1
H -0.2 -0.2 0.0
H -0.1 0.0 0.2
H -0.2 0.5 0.2
H 0.0 -0.3 0.1
H 0.1 -0.2 -0.4
H 0.0 -0.2 0.3
C -0.1 0.0 -0.1
Cl 0.1 0.1 -0.3
Cl 0.0 0.0 0.1
Cl 0.0 0.0 0.0
Cl 0.0 0.0 0.0
C 0.0 0.0 0.0
Cl 0.0 0.0 0.0
Cl 0.0 0.0 0.0
Cl 0.0 0.0 0.0
Cl -0.2 -0.1 -0.2
C 0.0 0.0 0.0
Cl 0.2 0.0 0.0
Cl 0.0 0.0 0.0
Cl 0.0 0.0 0.0
Cl 0.0 0.0 0.0
C 0.1 0.0 0.0
Cl 0.1 0.0 -0.1
Cl 0.0 0.0 0.0
Cl -0.6 0.3 0.0
Cl -0.2 -0.1 -0.1
C -0.1 -0.1 0.0
Cl 0.2 0.1 0.0
Cl 0.0 0.0 0.0
Cl -0.1 0.0 0.0
Cl 0.0 0.0 0.0

Summary:
HOMO-LUMO gap = 7.18 eV
Total energy = -10406.30229 a.u.
Net charge = 0
Structure (SMILES) = CC(C)=CCC[C@H](C)CCP(F)[C@H](C)F.ClC(Cl)(Cl)Cl.ClC(Cl)(Cl)Cl.ClC(Cl)(Cl)Cl.ClC(Cl)(Cl)Cl.ClC(Cl)(Cl)Cl

2.
Here is the molecule C5H9N from the Open Molecules 2025 dataset. Energies are from ωB97M-V/def2-TZVPD.

CARTESIAN COORDINATES (ANGSTROEM)
C: -0.888 1.132 0.329
C: 1.364 0.185 -0.089
C: 0.397 -0.712 0.502
C: -0.535 -1.728 0.092
C: -1.057 -0.291 -0.334
H: -0.941 1.104 1.475
H: -1.724 1.982 -0.055
H: 0.379 2.001 -1.154
H: 2.304 0.384 0.430
H: 1.828 -0.269 -1.140
H: 0.298 -0.353 1.549
H: -1.096 -2.493 0.867
H: -0.418 -2.233 -0.890
H: -0.338 -0.198 -1.361
N: 0.428 1.491 -0.221

Force components x, y, z for each atom (eV/Å):
C -2.3 1.0 -1.2
C 1.0 1.0 -4.6
C -1.2 -0.2 1.9
C -2.4 -2.1 0.4
C 4.2 -0.4 -0.7
H 0.0 0.3 -1.8
H 2.3 -2.3 0.9
H 0.2 -1.4 1.8
H -0.6 0.3 0.6
H -1.6 1.4 2.0
H -0.3 -1.0 -0.5
H 1.6 2.3 -1.7
H 0.2 0.1 1.0
H -3.1 0.0 2.0
N 1.9 0.9 -0.1

Summary:
HOMO-LUMO gap = 9.19 eV
Total energy = -250.44793 a.u.
Net charge = 0
Structure (SMILES) = C1NC[C@@H]2C[C@@H]12

3.
Here is the molecule C5H3ClOS from the Open Molecules 2025 dataset. Energies are from ωB97M-V/def2-TZVPD.

CARTESIAN COORDINATES (ANGSTROEM)
C: 0.876 0.570 -0.369
C: 1.429 -0.419 0.692
C: -0.451 0.228 -0.948
C: -1.446 -0.237 -0.056
C: -2.287 -0.757 0.628
H: 1.616 0.675 -1.242
H: 0.656 -1.086 1.148
H: -3.098 -1.101 1.264
O: 2.594 -0.440 0.955
S: -0.741 0.395 -2.517
Cl: 0.851 2.171 0.446

Force components x, y, z for each atom (eV/Å):
C 2.0 0.2 -0.9
C -0.4 0.2 -0.6
C -0.2 0.3 0.2
C -0.5 -0.5 0.2
C -0.6 0.2 0.6
H -1.0 -0.2 1.5
H 0.5 0.2 0.0
H 0.7 0.1 -0.5
O -0.2 -0.2 0.1
S -0.1 0.0 -0.6
Cl -0.3 -0.1 0.0

Summary:
HOMO-LUMO gap = 7.88 eV
Total energy = -1125.83341 a.u.
Net charge = 0
Structure (SMILES) = C#CC(=S)[C@@H](Cl)C=O

4.
Here is a cluster of 14 separate species, C3H34N2O14 in total from the Open Molecules 2025 dataset. Energies are from ωB97M-V/def2-TZVPD.

CARTESIAN COORDINATES (ANGSTROEM)
C: -1.105 2.785 0.906
N: -0.541 1.448 0.738
C: 0.634 1.197 -0.053
C: 1.669 0.175 0.361
N: 2.954 0.185 -0.083
O: 1.281 -0.815 1.045
H: -2.096 2.545 1.430
H: -1.542 3.200 -0.004
H: -0.562 3.538 1.414
H: -0.477 1.118 1.735
H: 0.986 2.062 -0.629
H: 0.239 0.890 -1.126
H: 3.155 0.758 -0.935
H: 3.638 -0.289 0.464
H: 3.071 0.299 -3.492
H: 3.725 1.514 -3.603
O: 3.905 0.658 -3.530
H: -2.159 -0.771 3.103
H: -1.981 -1.425 1.886
O: -2.267 -1.582 2.725
H: 0.108 -1.458 -1.884
H: -0.383 -0.987 -3.285
O: 0.316 -1.598 -2.888
H: -0.818 -2.265 -0.310
H: -0.911 -0.649 -0.005
O: -0.853 -1.347 -0.664
H: -4.401 0.837 -0.235
H: -4.477 0.473 1.201
O: -4.998 0.978 0.529
H: 1.520 -1.514 4.508
H: 2.138 -0.546 3.493
O: 1.734 -0.615 4.382
H: -0.052 1.990 4.367
H: 0.671 0.685 4.062
O: 0.300 1.493 3.663
H: -3.892 -1.231 -1.615
H: -2.515 -0.877 -0.981
O: -3.285 -0.605 -1.444
H: 1.535 -2.310 0.244
H: 1.939 -3.576 -0.553
O: 1.577 -3.229 0.357
H: 0.097 1.443 -3.499
H: 0.681 2.888 -3.778
O: 0.750 2.123 -3.414
H: -2.034 0.552 -4.212
H: -2.002 0.269 -2.635
O: -1.467 0.347 -3.422
H: 3.363 1.467 4.203
H: 2.292 2.364 3.549
O: 3.184 2.390 3.826
H: -0.446 -5.195 -1.424
H: -0.976 -4.489 -2.554
O: -1.223 -5.298 -1.937

Force components x, y, z for each atom (eV/Å):
C -4.7 -1.5 -1.2
N 3.4 1.4 1.9
C -1.2 0.2 -3.0
C 0.3 -3.8 1.5
N -2.4 2.6 -1.6
O 0.1 3.4 -0.1
H 1.5 0.7 0.0
H 0.8 0.0 -0.5
H 1.2 0.2 0.8
H 0.1 -0.8 -0.6
H 0.2 0.9 0.9
H 0.3 -0.4 1.2
H 0.6 -0.7 1.3
H 0.5 -0.5 -0.1
H -3.1 -1.9 -0.1
H -0.7 6.0 -0.7
O 3.6 -4.0 0.9
H 0.3 3.4 2.4
H 1.2 0.0 -3.8
O -1.5 -3.4 1.6
H 0.8 -0.5 -3.0
H 1.3 -1.3 0.4
O -1.0 1.3 1.6
H 0.1 0.8 0.4
H 0.4 -0.9 0.7
O -0.9 -0.4 0.5
H -0.7 0.1 0.1
H -1.1 0.5 -0.4
O 1.8 -0.7 0.4
H -0.4 -1.7 0.2
H -0.3 -0.5 0.6
O 0.8 2.0 -1.0
H -0.7 1.1 1.4
H 0.1 -0.4 0.2
O 0.2 -0.6 -2.0
H -3.0 -3.8 -0.7
H 0.7 -1.5 0.3
O 2.0 5.3 0.1
H 0.1 2.0 0.0
H -1.0 0.9 2.7
O 0.9 -3.6 -2.9
H -1.2 0.0 -0.8
H -1.5 7.2 -4.0
O 2.7 -7.3 5.1
H 0.5 -0.4 1.4
H -1.1 -0.2 0.1
O 0.1 0.8 -1.8
H -0.4 2.1 -0.7
H -1.7 -0.1 -0.3
O 2.1 -2.0 1.0
H 1.3 -0.7 1.5
H -1.3 -2.4 1.2
O 0.2 3.2 -2.7

Summary:
HOMO-LUMO gap (spin up / spin down) = 9.92 / 4.91 eV
Total energy = -1297.12984 a.u.
Net charge = +1
Spin multiplicity = 2

5.
Here is the molecule C3H2FNOS from the Open Molecules 2025 dataset. Energies are from ωB97M-V/def2-TZVPD.

CARTESIAN COORDINATES (ANGSTROEM)
C: -1.032 -0.691 -0.182
C: -0.829 0.637 -0.044
C: 1.107 -0.356 -0.151
H: -1.521 1.433 0.247
H: 1.032 1.729 0.231
N: 0.512 0.804 -0.079
O: 0.181 -1.277 -0.151
F: -2.123 -1.389 0.097
S: 2.672 -0.889 0.031

Force components x, y, z for each atom (eV/Å):
C -0.6 1.8 1.6
C -2.8 0.0 0.2
C 3.8 -1.6 1.2
H 0.3 -0.5 -0.5
H -1.4 -2.9 -1.2
N 2.2 5.1 0.9
O -2.4 -2.6 -1.1
F 0.8 -0.1 -0.7
S 0.1 0.9 -0.4

Summary:
HOMO-LUMO gap = 8.52 eV
Total energy = -743.51556 a.u.
Net charge = 0
Structure (SMILES) = Fc1c[nH]c(=S)o1

6.
Here is a structure of composition C5H11N2S from the Open Molecules 2025 dataset. Energies are from ωB97M-V/def2-TZVPD.

CARTESIAN COORDINATES (ANGSTROEM)
C: -1.756 -0.376 1.837
C: -1.396 0.811 2.309
C: 0.262 0.169 -0.245
C: -0.974 -0.560 -2.327
C: 2.747 0.142 0.288
N: -0.770 0.078 -1.044
N: 1.519 -0.106 -0.455
S: 0.019 1.539 1.611
H: -2.761 -0.744 1.993
H: -1.128 -1.138 1.508
H: -2.037 1.512 2.894
H: -1.605 -1.532 -2.075
H: -1.468 0.019 -3.018
H: -0.010 -0.592 -2.744
H: 2.528 -0.282 1.336
H: 3.100 1.176 0.372
H: 3.464 -0.364 -0.193
H: -1.596 0.557 -0.688
H: 1.863 -0.309 -1.361

Force components x, y, z for each atom (eV/Å):
C -2.2 0.2 2.0
C -0.5 0.4 -0.8
C 0.3 3.0 2.1
C -0.3 -3.1 2.4
C -3.0 1.0 4.8
N -0.7 1.3 1.3
N 0.0 0.4 -0.7
S 1.1 -1.8 -2.3
H -0.1 0.1 0.4
H 1.3 -0.6 -1.1
H 0.4 -0.6 -0.7
H 1.8 1.6 -1.2
H -1.7 1.7 -1.0
H 1.2 -1.4 -0.8
H 1.0 0.7 -1.5
H -0.7 0.1 -0.1
H 2.7 -2.2 -1.4
H 0.2 -0.2 0.3
H -0.8 -0.6 -1.5

Summary:
HOMO-LUMO gap = 7.68 eV
Total energy = -704.43977 a.u.
Net charge = +1

Question: Which value of net charge does entry 1 give?
Answer: 0